Record 1
ORCA calculation (wB97M-V/def2-TZVPD) on a molecular structure, C26H29N2O4Ti in a non-equilibrium geometry.

Its spin multiplicity is 2. Its max |F| is 3.38 eV/Å. The value obtained for the HOMO energy (spin up / spin down) is -7.59 / -8.07 eV.

The geometry in XYZ format:
```
62
Properties=species:S:1:pos:R:3:forces:R:3:mulliken_charge:R:1
H 3.9407 2.2604 4.9283 0.0514 -0.1668 0.0351 0.426
C -1.7654 -2.5417 0.0412 0.1314 0.6487 1.2325 -0.674
H -3.6772 -1.2461 -2.0697 -0.1883 0.1815 -0.4955 0.102
C -1.4939 2.3208 -0.3117 0.0254 0.2336 0.8729 -0.360
C -3.3135 -0.5547 -2.8342 1.1360 -0.0232 -0.0631 -0.487
C -1.9268 1.1912 -4.8145 -0.1187 -0.6754 -0.6934 -0.307
C -0.7495 -2.2001 0.9977 -1.2822 -0.2973 0.7790 -0.538
H 2.4294 1.3546 4.7115 0.4644 0.0390 0.2194 0.259
C -2.8429 1.4438 1.3439 0.4378 1.0081 0.0425 -0.883
H -0.4316 -1.8325 -5.4171 -0.1025 0.3117 -0.2501 0.369
C -1.6169 -0.1793 -4.7087 1.2916 0.4858 -1.1111 0.839
H -3.7344 1.1154 1.8735 0.4273 0.0025 -0.2897 0.607
C -2.7749 -1.3249 1.7268 0.9454 -1.3171 0.2528 -1.019
C -0.7665 2.3774 0.9187 -1.0004 0.3000 0.1205 -0.619
C 3.5187 1.2996 4.6184 -0.2370 0.0537 0.3672 -1.206
C 2.6861 -1.7358 4.3405 -0.1240 -0.0749 0.3202 -1.262
H -3.9742 -2.2417 0.0709 0.0551 0.2930 -0.1171 0.625
H -0.9323 -1.2170 3.0412 -0.0738 -0.0080 -0.1260 0.765
C -1.6132 1.8574 -5.9952 0.0282 -0.3403 0.0779 -0.686
H 2.3502 -2.7763 4.4206 0.0846 0.1942 0.0478 0.356
H 3.7618 1.9852 2.6103 0.1210 -0.2142 0.1229 0.468
H 3.0238 -0.1827 -1.0648 -0.0737 0.0378 0.5493 0.353
O -2.0036 -0.0454 -2.4441 -0.9636 0.5588 2.1026 -0.225
H 0.0854 -0.6585 -7.6177 -0.0507 0.2835 0.3527 0.364
C 3.2193 -1.4868 2.9395 0.1936 -0.0517 -0.7173 -0.600
C -1.5947 1.8127 1.9584 -0.5109 1.0756 -0.2623 -0.541
H -0.7020 1.7164 -7.9385 -0.0297 -0.3843 0.3153 0.338
H -1.9714 2.8881 -6.1024 0.4233 -0.3897 -0.2064 0.354
C 3.0674 -0.0278 2.3924 0.2915 0.5232 0.3627 1.699
N 0.8533 0.1507 1.3211 0.9955 -0.1643 -1.1654 0.717
C -0.4585 -0.1470 -6.8179 -0.2003 0.6468 -0.1676 -0.571
C 1.5915 0.3407 2.4372 -1.4318 0.3641 0.8661 -0.321
H -3.5893 1.6901 -0.7587 0.3819 -0.3234 0.1608 0.547
H 3.4632 -1.5736 5.0971 -0.2830 -0.0190 -0.1541 0.328
H -1.6145 -3.1593 -0.8348 0.0197 0.2340 -0.0364 0.508
H -1.3323 1.7387 3.0125 -0.0880 0.0257 -0.4029 0.551
C 3.8940 1.0453 3.1723 0.2835 -0.0405 -0.6598 -0.718
C -0.7600 -0.8115 -5.6298 -1.0893 0.4927 -0.0926 -0.587
H -3.5420 -0.9262 2.3764 0.1577 -0.0078 -0.1735 0.751
H -2.4550 1.6876 -3.9969 0.1583 -0.1521 -0.3764 0.232
O 4.7839 0.0136 0.6497 -1.7380 -0.1397 0.5884 -0.631
C -1.3907 -1.4943 2.0991 -0.6502 -1.4710 -0.3915 -0.521
H 0.2564 -2.6074 1.0203 -0.1233 0.3131 -0.1486 0.610
H -1.7610 -1.9422 -3.4136 0.6786 0.2180 0.2168 0.289
O 0.4111 -0.0864 -0.8316 2.0751 -0.0019 0.7536 -0.389
H 4.9607 0.7836 3.0955 -0.3480 0.0375 -0.1233 0.373
C -3.0070 -2.0443 0.5120 1.1255 0.5449 0.2634 -0.716
H -4.0049 0.1070 -3.3638 0.2930 0.0582 0.4636 0.282
C 3.5957 -0.0310 0.9443 1.1943 -0.0619 -0.7385 -0.553
C -2.7664 1.7523 -0.0480 0.3219 0.1997 0.5138 -0.235
C -2.0190 -0.8866 -3.5125 -1.3778 -1.2814 -0.2294 -0.100
H 0.1836 2.8868 1.0787 -0.2036 -0.4985 -0.1127 0.578
C -0.9141 1.1758 -7.0092 0.0849 0.0251 0.1564 -0.335
H 2.6889 -2.1405 2.2275 0.1231 0.1066 0.1526 0.322
H 4.2837 -1.7627 2.8762 -0.2829 0.1675 -0.0699 0.449
N 2.6528 -0.1268 -0.1125 1.1803 -0.0965 -0.7245 0.024
H 3.8999 0.5190 5.2839 -0.0567 0.2154 -0.0702 0.257
H 1.8341 -1.0809 4.5567 0.2033 -0.2346 0.0836 0.330
H -1.1620 2.7437 -1.2621 -0.0430 -0.4949 0.3192 0.446
C 1.3240 -0.0315 0.0591 -1.8516 0.1451 0.9991 0.232
O 0.9762 0.7374 3.4399 1.1779 -0.6139 -0.8901 -0.645
Ti -1.0746 0.1081 0.7172 -2.0391 -0.4808 -2.6511 -0.025
```
Positions in Å, forces in eV/Å.

---

Record 2
ORCA calculation (wB97M-V/def2-TZVPD) on a single C26H29N5O3 molecule in a non-equilibrium geometry.

Its spin multiplicity is 1. For the energy relative to the best compared isomer or geometry (same formula, charge and spin), the calculation gives 30.7 kcal/mol. Its max |F| is 1.10 eV/Å. The value obtained for the HOMO energy is -8.03 eV.

The geometry in XYZ format:
```
63
Properties=species:S:1:pos:R:3:forces:R:3:mulliken_charge:R:1
N 1.4115 -2.1164 -2.1544 0.5334 0.0446 -0.9598 -1.256
C -1.9590 0.7724 3.2317 -0.0761 0.0553 0.0764 -0.580
H -1.7320 1.7110 0.0099 0.0477 -0.0466 -0.0227 0.180
C 1.8477 -0.9794 0.2937 0.4887 0.1153 -0.8784 0.322
O -2.4036 -2.8899 -2.5304 -0.1765 0.0595 -0.5077 -0.700
C -0.8332 -0.0290 3.1513 0.1006 -0.0026 0.0290 -0.186
C 1.6168 -0.3639 2.6970 -0.2713 -0.0159 0.4376 -1.908
N 0.6570 -2.4317 -1.1018 0.0549 0.3120 0.4757 1.215
C 0.3883 0.5128 2.7768 -0.0095 -0.0715 0.0615 0.800
C -0.6617 2.6647 2.5439 0.0407 0.0923 -0.0126 -0.776
N -2.2966 -2.5351 -0.2938 -0.1360 -0.0090 0.4961 0.028
H -0.0926 -3.8820 -2.3442 -0.0545 0.1112 0.2039 0.419
C -1.8753 2.1209 2.9298 -0.1011 0.0156 0.0209 -0.406
H -4.1946 -2.3032 -1.0267 -0.0400 -0.0304 0.1343 0.414
C -1.1848 0.9587 -0.5794 0.3200 -0.0207 0.0685 0.567
C 0.4652 1.8656 2.4690 -0.0063 -0.0156 0.0203 -0.075
H -2.1793 1.5991 -3.0911 -0.0278 -0.0744 -0.0324 0.357
H 5.6186 2.8359 1.7502 0.0338 0.0451 0.0581 0.412
C -0.3508 -3.4365 -1.3830 -0.4522 -0.3572 -0.1181 -1.131
O 0.0714 -2.3533 1.0973 0.0643 -0.0077 0.2896 -0.799
H -2.7540 2.7459 2.9923 -0.0720 0.0501 -0.0012 0.409
C 4.0249 1.4292 1.8047 0.0353 0.0883 0.1834 -0.683
H 1.3298 -1.4022 2.8777 0.1190 0.1808 0.0392 0.502
H -3.7766 1.3266 -0.8547 0.0172 -0.0402 -0.0949 0.404
C 2.3647 -1.2507 -2.0378 -0.2054 -0.2242 0.2063 -0.475
H -0.2378 0.7701 -4.2409 -0.0505 -0.0739 0.0671 0.304
H -0.2392 -0.7570 -3.3232 -0.0814 0.1148 -0.0541 0.294
C -1.8844 0.5575 -2.8629 0.1734 0.1039 -0.0163 -1.113
C 0.7949 -1.9476 0.1808 0.0950 -0.0960 -0.1156 0.270
C -3.4624 0.2840 -1.0575 -0.0371 -0.0767 0.2424 -1.123
H -1.6584 -2.4896 0.4975 -0.0275 -0.1286 -0.2283 0.205
C 5.3089 1.9618 -0.1802 0.1156 0.0166 -0.2501 -0.800
N -2.0766 0.2242 -1.4671 0.0094 0.0676 -0.3076 0.838
H 1.4087 2.2973 2.1675 0.1020 0.0537 -0.0451 0.375
H -4.7445 -0.3453 0.5351 -0.0150 0.0299 0.0984 0.511
O 0.5072 0.8441 -2.3261 0.0228 -0.0993 -0.0444 -0.260
N 2.2479 -0.2886 1.4023 0.0142 -0.2195 -0.1078 0.252
C -0.4305 0.3184 -3.2580 -0.2077 -0.1192 -0.3199 -0.474
C -3.7358 -0.5680 0.1814 -0.0087 -0.1142 -0.3988 0.259
H -2.9037 0.3436 3.5329 -0.0796 -0.0388 0.0100 0.408
H -4.0900 -2.6246 0.7226 -0.0263 0.0116 -0.1289 0.401
H -0.3238 -4.1896 -0.5894 0.0422 0.0700 -0.0967 0.427
H -4.0707 -0.0960 -1.8812 -0.0516 0.0369 -0.0043 0.451
C 4.5874 1.0746 -0.9471 0.0368 0.0771 0.0989 -0.531
C -0.0762 1.6732 -1.3565 -0.2328 0.1975 0.2522 -1.268
H 4.7993 0.9391 -1.9963 0.0549 0.0189 -0.1188 0.479
C -3.6471 -2.0677 -0.1109 -0.1760 0.1997 0.0293 -1.023
C 5.0309 2.1332 1.1784 -0.0949 -0.0342 0.1450 -0.724
H -0.4707 2.5902 -1.8209 0.0750 -0.0524 0.0715 0.321
C -1.7937 -2.8907 -1.4824 0.5432 -0.2842 0.3924 0.760
H -0.7342 0.2494 0.1237 -0.0064 0.1568 0.1272 -0.467
H 2.9272 -1.0439 -2.9330 0.0417 0.0230 -0.1404 0.424
C 3.2843 0.5335 1.0394 0.3291 0.0575 -0.4898 0.445
H 3.8242 1.5758 2.8558 -0.0226 0.0214 0.0851 0.401
H -0.9018 -1.0840 3.3695 0.0110 -0.1293 0.0000 0.365
C 2.6367 -0.6261 -0.8050 -0.5660 -0.2933 0.8281 0.553
H 2.3472 -0.0595 3.4530 -0.0278 -0.0917 -0.1117 0.598
H -3.0310 -0.3092 0.9730 -0.0425 0.0538 0.1067 -0.517
H 6.1047 2.5373 -0.6285 0.0575 0.0377 -0.0517 0.393
H 0.7332 1.9568 -0.6792 -0.1023 0.0539 0.0330 0.464
H -0.5905 3.7153 2.3032 0.0007 0.0925 -0.0197 0.415
C 3.5662 0.3500 -0.3389 -0.1203 0.0374 0.3373 0.131
H -2.5081 -0.1115 -3.4590 0.0257 0.0652 -0.0476 0.505
```
Positions in Å, forces in eV/Å.

---

Record 3
ORCA calculation (wB97M-V/def2-TZVPD) on a single C26H29N5O4 molecule.

Its spin multiplicity is 1. For the energy relative to the best compared isomer or geometry (same formula, charge and spin), the calculation gives 62.9 kcal/mol. Its max |F| is 0.96 eV/Å. The value obtained for the HOMO energy is -8.25 eV.

The geometry in XYZ format:
```
64
Properties=species:S:1:pos:R:3:forces:R:3:mulliken_charge:R:1
H -0.9026 -3.5743 -2.3054 0.0021 -0.1068 -0.0226 0.527
H 3.0451 -3.0575 -3.5564 -0.0005 0.0721 -0.1172 0.349
H 1.4351 -3.6972 -3.2855 -0.1180 0.0162 -0.0916 0.233
H 0.5902 -0.1177 0.8570 0.0175 0.0856 0.1448 0.396
H -0.3983 2.2246 5.0092 -0.1151 0.1765 0.0270 0.299
C -2.6305 3.6563 1.2605 -0.1855 0.2545 0.1189 -1.076
H -3.7105 3.6841 1.0523 0.0874 0.0822 0.0651 0.222
C 1.0207 0.6697 -3.2808 -0.0368 -0.0861 -0.2870 -0.901
O -1.1464 0.9764 3.1168 0.2511 -0.2697 0.1852 -0.657
H -2.4345 4.3519 2.0789 -0.0970 -0.0744 -0.1341 0.493
C 0.5381 2.9424 -2.5240 -0.1613 0.6937 -0.1696 0.038
C 1.3245 -1.6809 2.6328 0.0647 0.2144 0.1968 -0.843
C 1.8846 1.4194 -1.2373 0.1843 0.0120 0.1342 -0.328
C 2.4942 -3.9156 -3.1786 0.0960 0.0401 0.2342 -1.181
C -0.5413 0.9485 -1.3984 -0.0637 -0.0592 0.2865 -0.940
C 0.2613 -0.8722 0.1637 0.0675 -0.1420 0.1364 0.180
H 0.3851 -6.4053 -0.6498 -0.0173 0.1307 -0.1242 0.331
H 2.5559 -3.3231 -1.1125 0.1196 0.0316 0.0583 -0.049
H 0.0370 1.8515 0.4701 -0.0476 -0.0828 -0.0336 0.365
C 0.0745 -3.2065 -0.4364 -0.0039 0.1623 0.1594 0.664
C -1.8824 4.0835 0.0341 0.1066 -0.2051 -0.0751 -1.020
H 1.6549 -2.2572 3.4953 -0.0003 0.0719 -0.0385 0.295
H -1.9019 0.4021 0.9957 -0.0823 0.1341 -0.1044 0.680
H -1.2657 -1.2262 -2.8283 -0.0482 0.0416 -0.0939 0.493
H -2.0520 5.1026 -0.2817 0.0076 0.1299 -0.1047 0.536
C -0.7698 -1.4895 -1.9055 0.0131 0.1751 0.1068 -0.582
C -2.0524 1.4011 0.5862 0.3311 -0.3063 0.0827 -1.385
N 1.2474 0.0562 -4.2172 0.1238 -0.2776 -0.4909 -0.565
N 1.3001 3.3908 -3.5542 -0.1155 -0.1292 0.1812 -0.376
H 2.7371 -4.7794 -3.7944 0.0106 -0.0805 -0.1279 0.371
H 2.6678 -5.6269 -0.1560 -0.0110 -0.1258 0.0125 0.323
N 2.7987 1.3973 -0.5539 0.4888 -0.0169 0.4242 -0.665
H 0.4509 -1.0814 2.9064 0.0312 -0.0194 -0.0371 0.297
H -2.9412 1.4054 -0.0511 0.0283 -0.0222 -0.0292 0.202
H -3.3043 2.4976 5.9320 -0.0838 0.0377 0.0602 0.312
H 1.7700 2.7427 -4.1628 -0.0468 0.0186 -0.0399 0.189
C -2.3500 1.9773 5.8990 0.1478 0.1790 -0.3612 -1.139
H -1.3698 1.0271 -2.1141 0.1730 0.0307 0.0065 0.868
C -0.5541 -2.8259 -1.6105 0.0441 -0.2618 0.1474 -0.812
H -1.9770 1.8521 6.9113 0.0162 -0.0250 0.1337 0.379
H 3.9499 -4.2566 -1.6446 -0.0041 0.0744 0.0694 0.410
C -0.3525 -0.5028 -1.0302 -0.1728 -0.0936 -0.1665 -0.477
N -2.2618 2.3214 1.6786 -0.1100 0.1226 -0.1244 0.209
O -1.8272 3.0357 3.7632 -0.1390 0.0049 -0.3425 -0.428
C 0.7269 -5.4357 -1.0245 0.4378 -0.4503 -0.2457 -0.554
C 0.4576 -2.2041 0.4857 0.0005 -0.1824 -0.0734 0.251
C -0.4941 5.0655 -2.2584 0.0415 0.3448 -0.1979 -0.672
C -1.0550 3.2860 -0.6485 -0.2224 0.0994 0.3894 0.096
H -1.1711 3.7586 5.5152 0.0189 -0.1208 -0.0745 0.334
H 1.1561 4.3314 -3.8830 0.0643 0.0144 -0.0512 0.260
C -0.8268 1.8628 -0.2071 -0.2656 -0.1205 -0.0168 1.085
C 2.2543 -5.4568 -1.1519 -0.2942 0.3328 0.1281 -0.725
N -0.6234 6.1375 -2.6501 -0.0161 0.3323 -0.1222 -0.534
C -1.6907 2.0306 2.8736 -0.1428 0.1663 0.1047 0.798
C 2.8632 -4.1746 -1.7226 -0.0517 -0.1820 -0.0981 -0.039
H 0.2653 -5.2618 -1.9999 -0.0623 -0.0140 0.0681 0.300
O 0.2921 -4.4965 -0.0586 -0.1210 0.4182 0.1730 -0.483
C -0.3197 3.7370 -1.8223 0.3444 -0.8889 -0.1074 0.064
C -1.3438 2.7721 5.0798 0.2075 -0.2565 0.4709 -0.253
O 1.0161 -2.6356 1.6402 -0.1173 -0.2736 -0.3528 -0.502
H 2.1354 -1.0193 2.3099 -0.0434 -0.0087 0.0026 0.333
H 2.5268 -6.3041 -1.7853 0.0192 -0.0890 -0.0028 0.412
C 0.7300 1.4885 -2.1186 -0.5322 0.3517 0.1277 3.276
H -2.4959 0.9969 5.4524 -0.0169 -0.0811 0.0229 0.320
```
Positions in Å, forces in eV/Å.